[1]
Here is a molecular structure, C16H18N6O3S2Sn from the OMol25 dataset. Energies are from ωB97M-V with the def2-TZVPD basis set.

```
! RIJCOSX wB97M-V def2-TZVPD def2/J DEFGRID3
* xyz 0 1
Sn -1.86 0.69 0.24
O 2.27 0.54 -0.88
C 1.05 0.74 -0.81
N 0.32 0.80 0.30
C 1.05 0.81 1.54
C 0.15 1.19 2.68
C 0.65 1.69 3.87
C -0.24 2.03 4.88
C -1.60 1.87 4.67
C -2.03 1.37 3.45
N -1.16 1.04 2.49
C 0.26 1.06 -2.05
C 0.85 1.79 -3.07
C 0.06 2.19 -4.14
C -1.28 1.82 -4.16
C -1.78 1.09 -3.10
N -1.02 0.73 -2.07
H 1.88 1.52 1.49
H 1.50 -0.16 1.76
H 1.72 1.81 3.99
H 0.13 2.43 5.82
H -2.32 2.13 5.43
H -3.07 1.24 3.22
H 1.90 2.05 -3.00
H 0.48 2.79 -4.94
H -1.92 2.10 -4.98
H -2.83 0.81 -3.05
O -3.49 -0.38 1.70
N -4.30 -0.78 0.83
O -3.92 -0.57 -0.33
S -2.64 2.83 0.01
C 0.54 -2.44 -2.60
N 1.07 -2.54 -1.26
C 2.49 -2.82 -1.03
C 2.60 -2.83 0.50
N 1.21 -2.67 0.91
C 0.38 -2.43 -0.12
S -1.29 -2.16 0.03
H 1.17 -1.78 -3.19
H -0.47 -2.04 -2.56
H 0.51 -3.43 -3.07
H 3.09 -2.03 -1.47
H 2.76 -3.78 -1.48
H 3.21 -1.99 0.85
H 3.03 -3.75 0.89
H 0.89 -2.61 1.86
*
```

Results
* E_LUMO: -0.26 eV
* energy relative to the best compared isomer or geometry (same formula, charge and spin): 22.69 kcal/mol
* Kohn-Sham gap: 7.0 eV



[2]
Here is a molecular structure, C16H18N8PdS3 from the OMol25 dataset. Energies are from ωB97M-V with the def2-TZVPD basis set.

```
! RIJCOSX wB97M-V def2-TZVPD def2/J DEFGRID3
* xyz 2 3
Pd 0.09 -1.35 -0.01
N 3.30 0.12 -0.72
C 3.34 -0.89 0.12
N 2.28 -1.53 0.56
C 2.62 -2.51 1.43
C 3.99 -2.64 1.66
S 4.87 -1.51 0.76
C 1.60 -3.31 2.01
C 1.80 -4.29 2.98
S 0.33 -4.98 3.45
C -0.49 -3.92 2.31
N 0.30 -3.12 1.64
N -1.82 -3.93 2.16
H 2.40 0.55 -0.93
H 4.14 0.63 -0.97
H 4.48 -3.36 2.30
H 2.73 -4.61 3.43
H -2.42 -4.53 2.68
H -2.22 -3.25 1.52
N -2.54 -2.76 -1.15
C -3.88 -2.78 -1.04
C -4.23 -1.76 -0.18
C -3.02 -1.16 0.18
N -1.99 -1.78 -0.40
H -1.94 -3.36 -1.70
H -4.46 -3.51 -1.58
H -5.22 -1.49 0.12
H -2.82 -0.32 0.83
N -1.39 0.73 -2.48
C -0.74 1.61 -1.71
S 0.14 1.10 -0.32
N -0.80 2.89 -2.04
C -0.15 3.97 -1.34
C -0.68 4.45 -0.15
C -0.05 5.50 0.50
C 1.09 6.07 -0.05
C 1.61 5.59 -1.24
C 0.99 4.53 -1.89
H -1.38 -0.24 -2.21
H -1.94 1.02 -3.28
H -1.32 3.15 -2.87
H -1.58 4.00 0.26
H -0.46 5.88 1.42
H 1.58 6.90 0.45
H 2.49 6.04 -1.68
H 1.38 4.14 -2.83
*
```

Results
* E_LUMO (alpha / beta): -6.20 / -8.89 eV
* energy relative to the best compared isomer or geometry (same formula, charge and spin): 0.00 kcal/mol
* Kohn-Sham gap (alpha / beta): 6.8 / 4.7 eV
* <S²>: 2.041



[3]
Here is a single C16H19BO4 molecule at a distorted geometry from the OMol25 dataset. Energies are from ωB97M-V with the def2-TZVPD basis set.

```
! RIJCOSX wB97M-V def2-TZVPD def2/J DEFGRID3
* xyz 0 1
O 1.63 3.86 1.44
O -0.15 2.25 1.38
O 2.40 -2.16 0.28
O -2.70 0.51 0.11
B 1.05 2.73 0.94
C 2.82 1.84 -2.33
C 0.35 -2.76 1.31
C 0.22 -1.71 -0.85
C 2.25 2.58 -1.31
C 3.04 0.49 -2.14
C 2.15 0.61 0.07
C -1.01 -2.72 1.39
C -1.14 -1.74 -0.78
C 1.02 -2.24 0.20
C 1.87 1.95 -0.16
C 2.76 -0.12 -0.92
C -1.77 -2.20 0.37
C -3.17 1.82 0.24
C 3.06 -1.57 -0.78
C -3.34 -0.39 1.05
C -3.24 -1.82 0.56
H 1.01 4.33 2.03
H -0.60 1.50 0.97
H 3.10 2.30 -3.26
H 0.98 -3.09 2.08
H 0.71 -1.37 -1.75
H 2.12 3.62 -1.46
H 3.48 -0.12 -2.92
H 1.86 0.17 0.99
H -1.50 -3.13 2.27
H -1.74 -1.24 -1.55
H -2.56 2.43 -0.42
H -4.20 1.86 -0.10
H -3.16 2.15 1.27
H 2.90 -2.13 -1.71
H 4.12 -1.64 -0.55
H -2.78 -0.32 2.02
H -4.38 -0.12 1.16
H -3.76 -1.94 -0.41
H -3.72 -2.49 1.29
*
```

Results
* E_LUMO: 0.62 eV
* energy relative to the best compared isomer or geometry (same formula, charge and spin): 0.00 kcal/mol
* Kohn-Sham gap: 8.9 eV



[4]
Here is a molecular structure, C16H19BaCl2N2O at a distorted geometry from the OMol25 dataset. Energies are from ωB97M-V with the def2-TZVPD basis set.

```
! RIJCOSX wB97M-V def2-TZVPD def2/J DEFGRID3
* xyz -1 1
Ba 1.13 0.64 2.31
C -0.17 3.15 -0.96
C 1.04 2.24 -1.12
C 0.86 1.15 -2.14
C 0.94 1.51 -3.49
C 0.81 0.59 -4.51
C 0.60 -0.74 -4.19
C 0.52 -1.15 -2.87
C 0.24 -2.60 -2.56
C -1.26 -2.88 -2.44
C 0.63 -0.20 -1.84
N 0.47 -0.73 -0.53
C -0.52 -0.34 0.18
C -0.98 -1.10 1.33
C -1.05 -2.49 1.40
C -1.69 -2.77 2.61
C -1.96 -1.53 3.19
N -1.54 -0.50 2.42
H 0.04 3.93 -0.22
H -1.06 2.61 -0.63
H -0.42 3.63 -1.90
H 1.47 1.89 -0.18
H 1.90 2.85 -1.44
H 1.13 2.56 -3.71
H 0.88 0.91 -5.55
H 0.51 -1.48 -4.98
H 0.73 -2.86 -1.62
H 0.66 -3.22 -3.35
H -1.70 -2.26 -1.65
H -1.46 -3.92 -2.18
H -1.77 -2.65 -3.38
H -1.10 0.54 -0.12
H -0.69 -3.18 0.65
H -1.94 -3.74 3.02
H -2.44 -1.33 4.14
Cl 1.19 1.88 5.34
C 0.74 2.33 6.99
Cl 1.99 3.29 7.79
H 0.60 1.42 7.56
H -0.17 2.92 6.94
O 2.85 1.64 1.70
*
```

Results
* E_LUMO: 2.17 eV
* energy relative to the best compared isomer or geometry (same formula, charge and spin): 15.27 kcal/mol
* Kohn-Sham gap: 5.0 eV



[5]
Here is a molecular structure, C16H19BrCu at a distorted geometry from the OMol25 dataset. Energies are from ωB97M-V with the def2-TZVPD basis set.

```
! RIJCOSX wB97M-V def2-TZVPD def2/J DEFGRID3
* xyz -2 2
C -1.34 -0.51 -2.23
C -1.33 -1.18 -0.99
C -1.90 -0.27 0.10
H -1.08 -2.24 -0.78
C -2.19 1.02 -0.70
C -1.70 0.89 -1.98
H -1.62 1.64 -2.76
H -1.30 -0.96 -3.22
H -2.76 -0.72 0.65
H -2.63 1.93 -0.29
Cu 0.51 -0.24 -1.65
Br 2.38 -0.32 -0.04
C 2.02 0.54 -3.60
C 1.12 1.34 -4.37
C 0.20 0.45 -5.02
H 1.12 2.42 -4.46
C 0.54 -0.89 -4.65
C 1.66 -0.83 -3.76
H 2.19 -1.68 -3.34
H 2.87 0.90 -3.02
H -0.61 0.75 -5.68
H 0.05 -1.79 -5.01
C 1.55 -0.79 3.81
C 0.24 -0.04 3.54
C -0.84 -0.69 4.41
C 0.34 1.43 3.95
C -0.19 -0.03 2.11
C -0.80 -0.10 1.06
H 1.80 -0.83 4.90
H 2.38 -0.25 3.32
H 1.40 -1.83 3.45
H -0.50 -0.37 5.41
H -1.85 -0.28 4.23
H -0.81 -1.79 4.40
H 1.26 1.87 3.54
H -0.59 1.94 3.60
H 0.42 1.50 5.05
*
```

Results
* E_LUMO (alpha / beta): 5.42 / 5.40 eV
* Kohn-Sham gap (alpha / beta): 2.4 / 7.1 eV
* <S²>: 0.751



Repeat the fifth record exactly.
Here is a molecular structure, C16H19BrCu at a distorted geometry from the OMol25 dataset. Energies are from ωB97M-V with the def2-TZVPD basis set.

```
! RIJCOSX wB97M-V def2-TZVPD def2/J DEFGRID3
* xyz -2 2
C -1.34 -0.51 -2.23
C -1.33 -1.18 -0.99
C -1.90 -0.27 0.10
H -1.08 -2.24 -0.78
C -2.19 1.02 -0.70
C -1.70 0.89 -1.98
H -1.62 1.64 -2.76
H -1.30 -0.96 -3.22
H -2.76 -0.72 0.65
H -2.63 1.93 -0.29
Cu 0.51 -0.24 -1.65
Br 2.38 -0.32 -0.04
C 2.02 0.54 -3.60
C 1.12 1.34 -4.37
C 0.20 0.45 -5.02
H 1.12 2.42 -4.46
C 0.54 -0.89 -4.65
C 1.66 -0.83 -3.76
H 2.19 -1.68 -3.34
H 2.87 0.90 -3.02
H -0.61 0.75 -5.68
H 0.05 -1.79 -5.01
C 1.55 -0.79 3.81
C 0.24 -0.04 3.54
C -0.84 -0.69 4.41
C 0.34 1.43 3.95
C -0.19 -0.03 2.11
C -0.80 -0.10 1.06
H 1.80 -0.83 4.90
H 2.38 -0.25 3.32
H 1.40 -1.83 3.45
H -0.50 -0.37 5.41
H -1.85 -0.28 4.23
H -0.81 -1.79 4.40
H 1.26 1.87 3.54
H -0.59 1.94 3.60
H 0.42 1.50 5.05
*
```

Results
* E_LUMO (alpha / beta): 5.42 / 5.40 eV
* Kohn-Sham gap (alpha / beta): 2.4 / 7.1 eV
* <S²>: 0.751



What did the fifth record say?
Here is a molecular structure, C16H19BrCu at a distorted geometry from the OMol25 dataset. Energies are from ωB97M-V with the def2-TZVPD basis set.

```
! RIJCOSX wB97M-V def2-TZVPD def2/J DEFGRID3
* xyz -2 2
C -1.34 -0.51 -2.23
C -1.33 -1.18 -0.99
C -1.90 -0.27 0.10
H -1.08 -2.24 -0.78
C -2.19 1.02 -0.70
C -1.70 0.89 -1.98
H -1.62 1.64 -2.76
H -1.30 -0.96 -3.22
H -2.76 -0.72 0.65
H -2.63 1.93 -0.29
Cu 0.51 -0.24 -1.65
Br 2.38 -0.32 -0.04
C 2.02 0.54 -3.60
C 1.12 1.34 -4.37
C 0.20 0.45 -5.02
H 1.12 2.42 -4.46
C 0.54 -0.89 -4.65
C 1.66 -0.83 -3.76
H 2.19 -1.68 -3.34
H 2.87 0.90 -3.02
H -0.61 0.75 -5.68
H 0.05 -1.79 -5.01
C 1.55 -0.79 3.81
C 0.24 -0.04 3.54
C -0.84 -0.69 4.41
C 0.34 1.43 3.95
C -0.19 -0.03 2.11
C -0.80 -0.10 1.06
H 1.80 -0.83 4.90
H 2.38 -0.25 3.32
H 1.40 -1.83 3.45
H -0.50 -0.37 5.41
H -1.85 -0.28 4.23
H -0.81 -1.79 4.40
H 1.26 1.87 3.54
H -0.59 1.94 3.60
H 0.42 1.50 5.05
*
```

Results
* E_LUMO (alpha / beta): 5.42 / 5.40 eV
* Kohn-Sham gap (alpha / beta): 2.4 / 7.1 eV
* <S²>: 0.751